83
Properties=species:S:1:pos:R:3:lowdin_charge:R:1 method="wB97M-V/def2-TZVPD" fmax_ev_per_a=0.42 homo_ev=-8.6 charge=0 lumo_energy_ha=0.0047 e_tot_ev=-188412.6542
C 5.630 -1.160 3.761 -0.127
C 5.963 0.206 3.253 -0.755
Br 7.781 0.383 2.748 0.748
C 5.108 1.214 3.111 -0.713
Br 5.579 2.910 2.456 0.763
C 3.667 1.080 3.460 -0.338
C 3.117 1.883 4.507 -0.088
N 1.869 1.801 4.869 0.135
C 1.089 0.912 4.187 -0.211
C -0.272 0.780 4.515 -0.016
C -1.059 -0.102 3.834 -0.055
C -0.516 -0.897 2.799 -0.059
C 0.803 -0.801 2.468 -0.020
C 1.632 0.111 3.148 -0.194
N 2.946 0.217 2.796 0.195
H 4.687 -1.158 4.305 0.077
H 6.416 -1.512 4.428 0.068
H 5.535 -1.859 2.928 0.090
H 3.757 2.595 5.021 0.110
H -0.676 1.393 5.307 0.084
H -2.106 -0.182 4.094 0.092
H -1.134 -1.588 2.243 0.102
H 1.229 -1.394 1.670 0.098
C 0.527 -1.009 -3.756 -0.054
N 0.669 -1.092 -2.315 -0.188
C 1.753 -0.381 -1.656 -0.036
C -0.176 -1.803 -1.553 -0.343
O -0.092 -1.890 -0.340 -0.001
H 1.417 -1.402 -4.252 0.091
H 0.371 0.022 -4.073 0.091
H -0.336 -1.590 -4.069 0.064
H 2.398 -1.075 -1.117 0.093
H 1.359 0.336 -0.935 0.092
H 2.336 0.145 -2.408 0.085
H -0.968 -2.307 -2.132 0.132
C -4.435 3.502 8.201 -0.061
N -3.678 2.675 7.285 -0.196
C -2.228 2.654 7.377 -0.043
C -4.273 1.922 6.340 -0.345
O -3.679 1.206 5.557 0.013
H -4.162 4.553 8.093 0.089
H -4.257 3.200 9.235 0.089
H -5.497 3.397 7.988 0.081
H -1.780 2.999 6.446 0.086
H -1.870 1.642 7.570 0.094
H -1.916 3.307 8.188 0.087
H -5.372 2.013 6.342 0.133
C 11.054 -1.619 -1.439 -0.064
N 9.670 -2.025 -1.324 -0.201
C 8.807 -1.354 -0.364 -0.067
C 9.145 -3.010 -2.079 -0.361
O 7.991 -3.383 -2.016 0.014
H 11.580 -1.757 -0.492 0.089
H 11.129 -0.568 -1.728 0.089
H 11.546 -2.223 -2.199 0.080
H 8.412 -2.069 0.357 0.086
H 7.963 -0.886 -0.870 0.095
H 9.381 -0.594 0.160 0.060
H 9.876 -3.457 -2.775 0.131
C -4.797 -2.665 -4.523 -0.053
N -3.976 -1.467 -4.485 -0.188
C -4.264 -0.447 -3.493 -0.038
C -2.969 -1.252 -5.346 -0.368
O -2.277 -0.248 -5.362 -0.008
H -5.833 -2.380 -4.699 0.059
H -4.721 -3.213 -3.581 0.089
H -4.461 -3.310 -5.332 0.085
H -4.506 0.501 -3.976 0.088
H -3.401 -0.281 -2.847 0.087
H -5.110 -0.771 -2.893 0.090
H -2.819 -2.085 -6.054 0.134
C -7.409 2.351 -6.878 -0.057
N -7.784 1.110 -6.233 -0.196
C -9.023 1.043 -5.476 -0.039
C -7.021 0.006 -6.307 -0.344
O -7.296 -1.055 -5.776 0.000
H -7.297 3.151 -6.144 0.090
H -8.162 2.651 -7.609 0.090
H -6.459 2.219 -7.393 0.084
H -8.824 0.782 -4.437 0.092
H -9.685 0.284 -5.891 0.093
H -9.513 2.013 -5.517 0.085
H -6.102 0.151 -6.899 0.137

---

16
Properties=species:S:1:pos:R:3:nbo_charge:R:1 method="wB97M-V/def2-TZVPD" fmax_ev_per_a=4.13 homo_ev=-14.4 de_lowest_kcal_mol=91.4 charge=+1 lumo_energy_ha=-0.1934 e_tot_ev=-10322.8874
C 0.515 -0.474 0.789 0.676
C -1.738 0.675 0.880 0.588
C 2.534 0.263 0.141 -0.458
N -0.914 -0.363 1.059 -0.540
N 1.132 0.488 0.258 -0.449
O 0.840 -1.709 1.147 -0.675
O -2.961 0.429 1.227 -0.584
H -1.914 0.238 -1.211 -0.096
H -2.040 -0.082 -1.950 0.106
H 2.886 1.018 -0.575 0.243
H 3.054 0.218 1.079 0.224
H 2.636 -0.700 -0.444 0.180
H -1.416 -1.289 1.262 0.441
H -1.462 1.723 0.772 0.276
H 1.801 -1.997 0.921 0.542
H -3.155 -0.347 1.763 0.527

---

21
Properties=species:S:1:pos:R:3:nbo_charge:R:1 method="wB97M-V/def2-TZVPD" fmax_ev_per_a=4.01 homo_ev=-8.8 de_lowest_kcal_mol=60.1 charge=0 lumo_energy_ha=0.0289 e_tot_ev=-19323.0409
C -0.751 -2.280 0.497 -0.391
C 0.353 -1.606 0.191 -0.168
C 0.594 -0.217 0.645 -0.257
C 2.012 0.313 0.525 -0.445
C 1.849 1.561 -0.342 -0.162
C 0.612 1.953 -0.496 -0.216
C -0.466 1.091 0.021 -0.177
C -1.292 0.577 -1.125 -0.628
S -1.260 2.031 1.281 0.008
H -0.842 -3.183 0.017 0.186
H -1.705 -1.956 0.833 0.196
H 1.070 -1.991 -0.541 0.199
H 0.279 -0.126 1.621 0.219
H 2.517 -0.298 -0.167 0.210
H 2.575 0.554 1.464 0.227
H 2.634 2.228 -0.408 0.204
H 0.201 2.916 -0.867 0.216
H -2.147 0.014 -0.792 0.212
H -0.695 -0.030 -1.796 0.224
H -1.842 1.411 -1.662 0.217
H -2.178 1.086 1.724 0.126